[1]
A cluster of 2 separate species, C23H34N2O7 in total at a distorted geometry. Source: the OMol25 dataset; level of theory: ωB97M-V/def2-TZVPD.

Geometry as XYZ:
```
66
C23H34N2O7, DFT ωB97M-V/def2-TZVPD
C -4.50077 1.28890 -1.98010
C -3.02441 1.34909 -2.15406
H -2.56947 1.08526 -3.17772
H -2.73425 2.46883 -1.90941
O -2.46782 0.58935 -1.46764
C -2.23402 1.01234 0.02765
O -2.67099 2.13309 0.55681
C -1.45078 -0.08962 0.64143
C -1.28376 -0.00005 2.01356
N -0.83046 -1.13264 2.75681
C -0.46668 -2.35757 2.23588
C -0.68650 -2.43621 0.76935
C -0.94485 -3.77393 0.06441
O -0.69215 -4.92856 0.74835
O -0.73898 -3.62600 -1.28163
C -0.65528 -4.72694 -1.82238
C 0.63389 -5.27321 -2.02119
H 0.80311 -6.09240 -2.65138
H 1.49920 -4.62633 -2.52571
H 1.23406 -5.54342 -0.97259
H -1.03944 -4.49777 -3.00888
H -1.13633 -5.49485 -1.33167
C -0.74228 -1.27856 0.07795
C 0.64637 -0.77942 -0.11392
O 1.65003 -0.93503 0.28755
O 0.71947 -0.47444 -1.53432
C 1.83939 0.09672 -1.92619
H 2.06187 0.34373 -2.96078
H 2.69766 -0.69449 -1.79770
C 2.60922 1.11556 -0.94987
O 3.93752 0.97857 -0.76956
N 1.88056 2.19707 -0.76182
C 0.60878 2.45612 -1.11945
H 0.12116 1.77858 -1.86102
C 0.54829 3.89879 -1.85742
C 1.27778 4.83399 -0.84652
C 2.48022 4.49527 -0.54892
H 2.84975 5.28979 0.60488
H 3.22198 4.52290 -1.20207
C 2.62446 3.23571 0.37249
C 1.67350 3.08697 1.80644
C 2.18458 1.98260 2.64372
H 3.13986 1.86550 2.59356
H 1.46910 1.94624 3.39905
H 1.84484 1.05184 1.78390
H 0.59047 3.10253 1.52300
H 2.00149 3.94319 2.26108
H 3.33223 2.75166 0.46954
H 1.23191 5.83113 -1.50226
H 0.49316 5.13426 -0.02105
H -0.35979 4.03940 -2.25799
H 1.30793 3.75500 -2.76599
H -0.11857 2.33741 -0.39396
H -1.47292 -1.46911 -0.82511
C -0.54955 -3.53511 3.32551
H 0.54985 -3.30678 3.96587
H -0.42880 -4.37556 2.63146
H -1.24384 -3.40475 3.96943
H -0.55309 -1.07863 3.79034
C -1.80292 0.96651 3.30590
H -0.94019 1.50856 3.33828
H -2.37307 0.66470 3.92191
H -2.31150 1.76857 2.38915
H -4.95976 2.15751 -2.68360
H -4.93505 1.59061 -1.03132
H -4.84967 0.28979 -2.25764
```

Computed properties:
Calculated total energy: -1532.15322 a.u.
Multiplicity: 1
HOMO energy: -8.6 eV
Energy relative to the best compared isomer or geometry (same formula, charge and spin): 2453.5 kJ/mol
Max |F|: 0.3859 Eh/bohr

[2]
A structure of composition C21H45N7OPdSi. Source: the OMol25 dataset; level of theory: ωB97M-V/def2-TZVPD.

Geometry as XYZ:
```
76
C21H45N7OPdSi, DFT ωB97M-V/def2-TZVPD
Pd 0.47785 -0.16409 1.37265
C -1.72105 -3.71237 -1.27902
N -2.28525 -3.22848 -0.02846
C -3.74472 -3.24005 0.10525
C -3.96251 -2.49131 1.41013
N -2.71475 -1.72836 1.55653
C -2.41698 -1.20387 2.88201
C -1.74333 -2.31093 0.79875
N -0.46890 -1.98506 0.91074
C 0.59002 -2.95160 0.58519
C 1.58266 -2.32466 -0.37352
N 2.00317 -1.03154 0.18511
C 3.19854 -0.54785 -0.11809
N 3.84287 0.35302 0.66430
C 3.63287 0.54406 2.08288
C 5.09526 0.79183 0.04040
C 5.28441 -0.22210 -1.08602
N 3.95672 -0.83512 -1.19578
C 3.58317 -1.52043 -2.42397
H -2.48119 -3.63288 -2.05652
H -1.41630 -4.75651 -1.20345
H -0.87060 -3.10930 -1.58164
H -4.13250 -4.25641 0.12874
H -4.18719 -2.71653 -0.74729
H -4.06756 -3.17832 2.25389
H -4.82837 -1.83336 1.38293
H -3.34473 -1.16278 3.44814
H -2.02197 -0.19181 2.82485
H -1.70546 -1.83918 3.41357
H 0.20406 -3.88549 0.18051
H 1.10851 -3.20589 1.51364
H 1.09760 -2.19767 -1.34732
H 2.43621 -2.99192 -0.50007
H 3.13263 1.49026 2.30043
H 4.59792 0.54926 2.58993
H 3.05059 -0.28417 2.48416
H 5.90486 0.76038 0.76702
H 5.00583 1.81511 -0.32925
H 6.03753 -0.97628 -0.85107
H 5.55293 0.25109 -2.02828
H 4.18747 -1.11272 -3.23161
H 2.54177 -1.34478 -2.67212
H 3.77044 -2.59290 -2.36998
C 1.10302 2.93942 0.14730
Si -0.44225 1.94267 -0.08443
C -0.60648 1.19510 -1.80496
C -1.32868 2.27396 -2.64781
C 0.79115 0.98820 -2.40071
C -1.39558 -0.11298 -1.87613
C -1.95431 2.63464 0.79331
C -3.23135 1.83297 0.52001
C -2.06614 4.04651 0.15264
C -1.78948 2.84587 2.29979
H 1.14018 3.71086 -0.62888
H 1.99554 2.31903 0.04035
H 1.12967 3.43804 1.11690
H -0.83493 3.24796 -2.61058
H -2.37338 2.39632 -2.36583
H -1.30604 1.94620 -3.69020
H 1.35273 1.92070 -2.47602
H 0.69172 0.58809 -3.41357
H 1.36983 0.28432 -1.80469
H -2.37324 -0.04516 -1.39696
H -0.84015 -0.92092 -1.40169
H -1.55475 -0.37528 -2.92549
H -3.48227 1.80297 -0.54022
H -4.06844 2.31054 1.03517
H -3.15422 0.80497 0.88241
H -2.18350 4.03179 -0.92976
H -1.21432 4.68053 0.40508
H -2.95860 4.52330 0.56480
H -1.86706 1.91434 2.85851
H -2.59889 3.49106 2.64896
H -0.85475 3.34820 2.55904
O 0.68557 1.23719 3.79285
N 0.45685 0.97030 2.72250
```

Computed properties:
Calculated total energy: -1702.51496 a.u.
Charge: +2
Multiplicity: 1
HOMO energy (spin up / spin down): -14.4 / -14.4 eV
Energy relative to the best compared isomer or geometry (same formula, charge and spin): 0.0 kJ/mol
Max |F|: 0.0021 Eh/bohr

[3]
The ion C32H40BrN4O4 with charge +1 at a distorted geometry. Source: the OMol25 dataset; level of theory: ωB97M-V/def2-TZVPD.

Geometry as XYZ:
```
81
C32H40BrN4O4, DFT ωB97M-V/def2-TZVPD
C 0.02140 -2.81575 -6.51354
O -0.53805 -3.85345 -5.68488
C -0.46518 -3.69867 -4.33647
C 0.17215 -2.64844 -3.66525
C -0.27249 -2.27788 -2.39760
C 0.14962 -0.95533 -1.80472
C -0.99656 0.07022 -1.81464
C -1.31096 0.51377 -3.25967
O -1.68778 -0.21938 -4.21691
N -1.17593 1.85579 -3.30864
C -1.33675 2.56407 -4.57467
C -0.62994 2.47976 -2.10670
C 0.80025 2.96334 -2.38768
C -1.51746 3.65791 -1.67716
N -0.68688 1.31028 -1.15111
C -0.36678 1.30183 0.18308
C 0.16148 2.40911 0.84001
C 0.22430 2.47033 2.35318
C 0.96980 3.75377 2.81509
C 1.48150 3.99794 4.11171
C 1.67011 5.29395 4.62071
C 1.56249 6.41499 3.78821
C 1.38124 6.19484 2.42587
C 1.16468 4.89138 1.94181
C -1.15150 -3.10002 -1.69014
C -1.67983 -4.25232 -2.28771
O -2.65614 -5.03407 -1.75547
C -3.08130 -4.78222 -0.39456
C -1.26499 -4.59899 -3.59628
O -1.82315 -5.68283 -4.20825
C -3.11951 -5.52472 -4.84229
H -0.20264 -3.12035 -7.53379
H -0.44596 -1.84396 -6.30085
H 1.10752 -2.75560 -6.37573
H 0.91928 -2.04472 -4.18804
H 0.45275 -1.08610 -0.75867
H 1.00497 -0.53672 -2.37251
H -1.91534 -0.37256 -1.40175
H -1.70631 1.84597 -5.32590
H -2.06538 3.37144 -4.47924
H -0.38976 2.98092 -4.93011
H 1.40910 2.15496 -2.80802
H 0.77696 3.77746 -3.13034
H 1.29826 3.34678 -1.49792
H -2.56810 3.37215 -1.80097
H -1.33250 3.93107 -0.63830
H -1.32436 4.52962 -2.32314
H -0.57650 0.33630 0.69705
H 0.54988 3.28262 0.28736
H -0.74452 2.21403 2.74812
H 1.76507 3.16570 4.80343
H 1.89428 5.45995 5.69044
H 1.71907 7.41713 4.16124
H 1.37887 7.03780 1.74062
H 1.09320 4.80098 0.87348
H -1.44352 -2.81475 -0.67340
H -3.79556 -5.57688 -0.17294
H -2.22700 -4.83829 0.29788
H -3.56719 -3.79697 -0.31823
H -3.33793 -6.50188 -5.26835
H -3.86279 -5.25285 -4.08913
H -3.05729 -4.76119 -5.62225
C 3.32302 -2.71215 5.42670
N 2.23312 -1.81486 5.63403
C 1.65595 -2.00675 6.95511
C 1.84227 -0.81972 4.78489
C 1.97700 -0.84485 3.34201
Br 2.38905 -2.51882 2.46961
C 1.53350 0.22730 2.60973
N 0.76891 1.23961 3.15156
C 0.45125 1.14718 4.48862
C 1.09196 0.26239 5.35591
H 3.83889 -2.55673 4.50547
H 4.06779 -2.66158 6.21623
H 3.01906 -3.75742 5.45075
H 0.68613 -1.50985 7.06164
H 1.52476 -3.07659 7.18664
H 2.31768 -1.63711 7.75965
H 1.79015 0.30511 1.57981
H -0.27383 1.90598 4.89271
H 0.95889 0.40755 6.43360
```

Computed properties:
Calculated total energy: -4337.02601 a.u.
Charge: +1
Multiplicity: 1
HOMO energy: -9.5 eV
Max |F|: 0.0700 Eh/bohr